Entry 1:
An isolated ion of composition C6H10NS and charge +1 at a distorted geometry. Source: OMol25; level of theory: ωB97M-V/def2-TZVPD.

Properties
Energy above the lowest of the compared OMol25 structures with the same formula, charge and spin: 56.8 kcal per mole
LUMO energy: -3.44 eV
HOMO energy: -12.516 eV
Structure (SMILES): CS[C@]12[C@@H]3[C@H]1[NH2+]C[C@@H]32

The geometry in ORCA input format:
```
! RIJCOSX wB97M-V def2-TZVPD def2/J DEFGRID3
* xyz 1 1
C -1.729 1.124 -0.767
C -0.543 1.409 0.164
C -0.413 0.414 1.291
C -0.602 -0.749 0.208
C 0.518 0.299 0.065
C 2.939 -1.139 0.236
N -1.846 -0.306 -0.628
S 2.171 0.291 -0.639
H -2.713 1.475 -0.498
H -1.341 1.643 -1.694
H -0.182 2.408 0.380
H -0.502 0.396 2.359
H -0.378 -1.803 0.299
H 3.972 -1.192 -0.210
H 2.268 -2.127 0.013
H 3.039 -0.916 1.261
H -2.865 -0.608 -0.218
H -1.792 -0.618 -1.620
*
```

Entry 2:
C29H44BrIrN3P2 as an isolated structure at a distorted geometry. Source: OMol25; level of theory: ωB97M-V/def2-TZVPD.

Properties
<S²>: 8.8252
Energy above the lowest of the compared OMol25 structures with the same formula, charge and spin: 34.5 kcal per mole
LUMO energy (alpha / beta): -12.36 / -15.12 eV
HOMO energy (alpha / beta): -17.645 / -19.973 eV

The geometry in ORCA input format:
```
! RIJCOSX wB97M-V def2-TZVPD def2/J DEFGRID3
* xyz 4 6
C -3.676 2.371 -1.022
C -2.637 1.695 -1.723
C -2.206 2.237 -2.963
C -2.714 3.473 -3.349
N -3.637 4.122 -2.642
C -4.104 3.602 -1.509
C -2.055 0.580 -1.192
C -1.973 -0.609 -0.742
C -2.396 -2.004 -0.784
C -1.590 -2.888 -0.060
C -1.662 -4.258 -0.289
C -2.635 -4.678 -1.207
C -3.559 -3.826 -1.858
C -3.419 -2.437 -1.652
Ir -0.172 -0.500 0.483
P 0.309 1.705 0.730
H -1.436 1.751 -3.556
H -4.075 1.989 -0.085
H -2.354 3.939 -4.267
H -4.853 4.169 -0.954
H -4.005 -1.641 -2.144
H -0.812 -2.431 0.621
H -4.342 -4.201 -2.516
H -0.980 -4.943 0.227
C 1.789 2.070 1.754
C 2.479 3.434 1.715
H 2.538 1.285 1.571
H 1.398 1.911 2.767
H 3.300 3.365 2.438
H 2.932 3.708 0.752
H 1.853 4.269 2.051
C 0.597 2.685 -0.789
C 0.309 4.182 -0.839
H 0.057 2.188 -1.606
H 1.670 2.529 -0.952
H 0.663 4.511 -1.824
H -0.756 4.448 -0.784
H 0.863 4.776 -0.100
C -1.070 2.560 1.541
C -0.817 3.883 2.253
H -1.525 1.851 2.247
H -1.786 2.695 0.718
H -1.797 4.211 2.615
H -0.156 3.811 3.125
H -0.444 4.686 1.607
Br -2.614 -6.587 -1.490
P 1.658 -1.120 -0.966
C 2.969 0.145 -1.226
C 4.403 -0.303 -1.506
H 2.947 0.771 -0.318
H 2.625 0.792 -2.047
H 5.052 0.579 -1.593
H 4.821 -0.910 -0.698
H 4.514 -0.859 -2.445
C 2.382 -2.497 0.011
C 3.038 -3.640 -0.750
H 1.552 -2.892 0.618
H 3.091 -2.062 0.732
H 3.359 -4.415 -0.043
H 2.345 -4.122 -1.445
H 3.932 -3.337 -1.308
C 1.021 -1.625 -2.613
C 1.998 -1.757 -3.780
H 0.269 -0.850 -2.845
H 0.460 -2.568 -2.503
H 1.459 -2.095 -4.672
H 2.467 -0.806 -4.047
H 2.787 -2.494 -3.602
C -1.703 -2.879 5.174
N -0.832 -2.052 4.347
C 0.475 -1.620 4.578
C 0.909 -0.979 3.445
N -0.129 -1.065 2.500
C -1.177 -1.649 3.107
H -1.223 -3.823 5.458
H -2.038 -2.366 6.083
H -2.571 -3.098 4.541
H 0.997 -1.811 5.491
H 1.842 -0.460 3.245
H -2.196 -1.822 2.760
*
```

Entry 3:
The molecule C6H9N. Source: OMol25; level of theory: ωB97M-V/def2-TZVPD.

Properties
Energy above the lowest of the compared OMol25 structures with the same formula, charge and spin: 86.6 kcal per mole
LUMO energy: 1.18 eV
HOMO energy: -9.012 eV
Structure (SMILES): CC1=C[C@H]1N1CC1

The geometry in ORCA input format:
```
! RIJCOSX wB97M-V def2-TZVPD def2/J DEFGRID3
* xyz 0 1
C 2.473 0.321 0.163
C 1.362 -0.553 -0.277
C 0.819 -1.701 -0.549
C -0.088 -0.531 -0.592
N -1.013 -0.302 0.504
C -2.377 0.018 0.133
C -1.459 1.076 0.615
H 2.673 1.092 -0.590
H 3.395 -0.237 0.349
H 2.182 0.835 1.086
H -0.446 -0.131 -1.556
H 0.870 -2.775 -0.638
H -3.151 -0.383 0.783
H -2.627 0.021 -0.930
H -1.077 1.779 -0.128
H -1.535 1.471 1.626
*
```

Entry 4:
The molecule C6H6O at a distorted geometry. Source: OMol25; level of theory: ωB97M-V/def2-TZVPD.

Properties
Energy above the lowest of the compared OMol25 structures with the same formula, charge and spin: 126.0 kcal per mole
LUMO energy (alpha / beta): -0.17 / -0.64 eV
HOMO energy (alpha / beta): -7.272 / -7.826 eV

The geometry in ORCA input format:
```
! RIJCOSX wB97M-V def2-TZVPD def2/J DEFGRID3
* xyz 0 1
C -2.417 2.709 1.305
C -0.890 0.788 0.717
C -0.670 -0.533 0.133
C -2.160 1.405 1.108
C 0.449 -1.260 -0.155
C 1.377 -0.715 -1.204
O -2.643 3.876 1.452
H -3.093 0.853 0.963
H -0.038 1.368 1.106
H -1.669 -1.084 0.105
H 0.816 -0.900 -2.110
H 2.398 -1.117 -1.130
H 1.302 0.357 -0.959
*
```

Entry 5:
C26H56AsF6N3O3 as an isolated structure at a distorted geometry. Source: OMol25; level of theory: ωB97M-V/def2-TZVPD.

Properties
LUMO energy: -8.06 eV
HOMO energy: -14.053 eV

The geometry in ORCA input format:
```
! RIJCOSX wB97M-V def2-TZVPD def2/J DEFGRID3
* xyz 2 1
As 1.141 -2.744 1.269
F 0.068 -3.785 2.161
F 0.605 -1.340 2.240
F 2.271 -1.764 0.319
F 1.585 -4.160 0.329
F -0.111 -2.308 0.100
F 2.472 -3.061 2.350
C -0.189 1.692 0.101
C -0.130 2.612 1.312
C 1.149 3.463 1.035
C 1.241 4.648 2.014
C 0.098 5.580 1.624
C -1.289 4.950 1.850
N -1.317 3.522 1.227
O -2.411 3.101 1.108
C -2.348 5.758 1.101
C -1.535 5.008 3.377
C -0.125 1.864 2.629
H 0.683 1.037 0.120
H -0.153 2.113 -0.904
H -1.072 1.057 0.164
H 1.006 3.898 0.044
H 2.105 2.947 0.988
H 2.163 5.204 1.847
H 1.149 4.414 3.074
H 0.110 5.830 0.555
H 0.214 6.595 2.005
H -2.263 5.625 0.021
H -2.289 6.824 1.314
H -3.361 5.469 1.384
H -1.154 5.899 3.870
H -1.228 4.124 3.932
H -2.614 5.100 3.525
H 0.567 1.023 2.572
H -1.095 1.392 2.809
H 0.081 2.472 3.506
C -7.176 0.859 2.103
C -6.203 0.092 1.190
C -5.317 1.141 0.514
C -4.142 0.550 -0.315
C -3.283 -0.239 0.603
C -3.979 -1.398 1.322
N -5.245 -0.829 1.907
O -5.795 -1.458 2.745
C -3.121 -1.973 2.457
C -4.345 -2.514 0.308
C -7.025 -0.648 0.131
H -6.633 1.413 2.866
H -7.929 0.171 2.484
H -7.714 1.551 1.459
H -4.914 1.863 1.231
H -5.883 1.784 -0.161
H -3.596 1.367 -0.788
H -4.578 0.009 -1.157
H -2.893 0.440 1.368
H -2.409 -0.631 0.079
H -3.507 -2.948 2.748
H -3.009 -1.231 3.246
H -2.108 -2.216 2.144
H -5.048 -2.213 -0.461
H -4.676 -3.416 0.819
H -3.425 -2.770 -0.219
H -6.522 -0.926 -0.791
H -7.869 -0.082 -0.272
H -7.558 -1.481 0.596
C 3.798 -0.018 -2.034
C 4.717 -0.547 -3.101
N 4.990 -2.049 -3.032
C 3.650 -2.756 -3.362
C 5.985 -2.557 -4.064
C 5.769 -2.040 -5.473
C 5.384 -2.398 -1.550
C 5.956 -3.787 -1.433
O 5.075 -4.771 -1.949
C 5.460 -6.112 -1.677
H 4.081 -0.061 -0.982
H 2.830 -0.519 -2.068
H 3.704 1.062 -2.160
H 5.697 -0.107 -2.880
H 4.552 -0.181 -4.109
H 3.786 -3.753 -3.765
H 3.320 -2.156 -4.211
H 2.922 -2.680 -2.562
H 6.092 -3.638 -4.054
H 6.928 -2.182 -3.653
H 5.685 -0.964 -5.605
H 4.802 -2.468 -5.744
H 6.569 -2.387 -6.121
H 4.447 -2.242 -1.021
H 6.080 -1.620 -1.240
H 6.085 -3.988 -0.364
H 6.933 -3.885 -1.915
H 6.433 -6.390 -2.093
H 4.829 -6.767 -2.279
H 5.321 -6.365 -0.627
*
```

Entry 6:
A 2-piece molecular cluster, C2H4S3 overall at a distorted geometry. Source: OMol25; level of theory: ωB97M-V/def2-TZVPD.

Properties
Energy above the lowest of the compared OMol25 structures with the same formula, charge and spin: 68.1 kcal per mole
LUMO energy (alpha / beta): -1.17 / -1.16 eV
HOMO energy (alpha / beta): -8.391 / -8.401 eV

The geometry in ORCA input format:
```
! RIJCOSX wB97M-V def2-TZVPD def2/J DEFGRID3
* xyz 0 1
C -0.018 -0.316 1.166
C -0.291 -0.390 -0.279
S 0.786 -1.614 0.176
S -1.884 -0.490 -1.022
S 1.161 1.342 -1.598
H 0.697 0.500 1.440
H -0.815 -0.596 1.905
H -2.048 0.604 -0.360
H 2.412 0.961 -1.428
*
```

Entry 7:
The molecule C5H8O. Source: OMol25; level of theory: ωB97M-V/def2-TZVPD.

Properties
Energy above the lowest of the compared OMol25 structures with the same formula, charge and spin: 76.8 kcal per mole
LUMO energy: 0.84 eV
HOMO energy: -8.969 eV
Structure (SMILES): C=C=C(C)OC

The geometry in ORCA input format:
```
! RIJCOSX wB97M-V def2-TZVPD def2/J DEFGRID3
* xyz 0 1
C 0.864 0.010 1.372
O 0.384 0.604 0.184
C 1.468 -1.354 -1.546
C 0.220 -1.044 -1.300
C -0.475 -0.212 -0.566
C -1.904 0.105 -0.301
H 1.920 0.269 1.507
H 0.286 0.407 2.211
H 0.781 -1.087 1.361
H 2.053 -0.760 -2.244
H 1.994 -2.064 -0.909
H -2.041 1.177 -0.485
H -2.614 -0.467 -0.901
H -2.105 -0.070 0.766
*
```